C3H7N3 | the ωB97M-V functional and the def2-TZVPD basis

Output
LUMO (Ha): 0.021
Kohn-Sham gap (eV): 9.896
Spin multiplicity: 1
Calculated total energy (eV): -7690.5994
Structure (SMILES): C=N/N=C\CN
HOMO level (eV): -9.3

Geometry (Å):
C1 2.230 -0.762 -0.334
N1 1.620 0.162 0.571
N2 0.859 1.090 -0.059
C2 -0.410 0.740 -0.221
C3 -1.075 -0.498 0.317
N3 -2.581 -0.275 -0.210
H1 2.767 -1.551 0.132
H2 2.126 -0.903 -1.535
H3 -1.100 1.377 -0.854
H4 -0.490 -1.518 -0.180
H5 -0.888 -0.542 1.489
H6 -2.983 0.505 0.386
H7 -3.191 -1.085 -0.124

Atoms 1-3, force components in eV/Å:
C -3.1 3.5 1.5
N 2.9 -4.5 -4.6
N -3.3 -0.9 -1.0


C3H7N3 | the ωB97M-V functional and the def2-TZVPD basis

Output
LUMO (alpha / beta) (Ha): 0.031 / -0.038
Kohn-Sham gap (alpha / beta) (eV): 7.344 / 9.248
Expectation value of S²: 2.007
Spin multiplicity: 3
Calculated total energy (eV): -7689.7735
HOMO level (alpha / beta) (eV): -6.5 / -10.3

Geometry (Å):
C1 1.192 1.740 0.454
C2 0.960 0.539 -0.374
C3 0.190 -0.511 0.389
N1 1.434 2.737 0.918
N2 -2.253 0.089 0.060
N3 0.267 -1.810 -0.167
H1 0.484 0.713 -1.283
H2 1.810 0.133 -0.829
H3 0.193 -0.453 1.506
H4 -2.201 0.592 0.992
H5 -2.519 0.785 -0.623
H6 0.644 -1.912 -1.161
H7 -0.200 -2.642 0.118

Atoms 1-3, force components in eV/Å:
C -0.3 -2.7 -2.7
C -1.1 -0.6 2.4
C 1.5 -1.6 0.9


C3H7N3O | the ωB97M-V functional and the def2-TZVPD basis

Output
LUMO (Ha): 0.035
Kohn-Sham gap (eV): 10.570
Spin multiplicity: 1
Calculated total energy (eV): -9737.4687
Structure (SMILES): [H]/N=C/[C@@H]1NN1OC
HOMO level (eV): -9.6

Geometry (Å):
H1 3.947 0.410 -0.389
N1 3.104 0.657 0.096
C1 2.120 -0.023 -0.325
C2 0.896 0.063 0.442
N2 -0.002 -1.169 0.554
N3 -0.362 -0.032 -0.219
O1 -1.349 0.712 0.430
C3 -2.639 0.426 -0.068
H2 2.031 -0.820 -1.107
H3 0.998 0.802 1.227
H4 0.176 -1.788 -0.230
H5 -3.307 0.973 0.489
H6 -2.788 -0.715 0.173
H7 -2.827 0.506 -1.073

Atoms 1-3, force components in eV/Å:
H 0.6 0.1 -0.5
N -0.4 -0.6 -0.2
C 0.2 -0.8 -0.3


C3H7N3O | the ωB97M-V functional and the def2-TZVPD basis

Output
LUMO (Ha): 0.029
Kohn-Sham gap (eV): 10.444
Spin multiplicity: 1
Calculated total energy (eV): -9742.8661
Structure (SMILES): [H]/N=C/NC(=O)NC
HOMO level (eV): -9.7

Geometry (Å):
H1 2.871 -2.693 -1.168
N1 2.420 -2.233 -0.381
C1 1.358 -1.655 -0.766
N2 0.578 -0.968 0.151
C2 -0.368 -0.028 -0.256
O1 -0.652 0.149 -1.428
N3 -0.929 0.664 0.783
C3 -1.527 1.965 0.564
H2 0.948 -1.616 -1.777
H3 0.982 -0.909 1.076
H4 -0.664 0.418 1.724
H5 -1.509 2.155 -0.510
H6 -0.946 2.743 1.074
H7 -2.563 2.006 0.914

Atoms 1-3, force components in eV/Å:
H 0.0 0.0 0.1
N -0.3 0.1 -0.2
C 0.1 -0.1 0.0


C3H7N3O | the ωB97M-V functional and the def2-TZVPD basis

Output
LUMO (alpha / beta) (Ha): 0.012 / 0.012
Kohn-Sham gap (alpha / beta) (eV): 7.280 / 7.281
Spin multiplicity: 1
Calculated total energy (eV): -9739.7383
Structure (SMILES): C=N/C(N)=C(\[NH3+])[O-]
HOMO level (alpha / beta) (eV): -7.0 / -7.0

Geometry (Å):
C1 1.329 1.130 -0.440
N1 1.261 -0.109 0.087
C2 0.167 -0.841 0.032
N2 0.231 -2.220 0.309
C3 -1.158 -0.298 -0.003
N3 -1.200 1.208 -0.044
O1 -2.206 -0.844 0.306
H1 2.281 1.636 -0.307
H2 0.903 1.283 -1.438
H3 -0.547 -2.515 0.891
H4 1.120 -2.443 0.745
H5 -0.140 1.563 0.101
H6 -1.496 1.550 -0.966
H7 -1.855 1.518 0.683

Atoms 1-3, force components in eV/Å:
C 0.6 -0.4 -0.3
N -0.3 0.3 -0.1
C -0.3 0.1 0.0


C3H7N3O | the ωB97M-V functional and the def2-TZVPD basis

Output
LUMO (Ha): 0.020
Kohn-Sham gap (eV): 8.489
Spin multiplicity: 1
Calculated total energy (eV): -9738.6983
HOMO level (eV): -7.9

Geometry (Å):
C1 -0.616 2.483 0.213
N1 -1.274 1.031 -0.164
C2 -0.467 -0.062 -0.673
O1 -0.438 -0.348 -1.844
N2 0.264 -0.714 0.295
C3 1.046 -1.833 -0.014
N3 1.686 -2.441 0.894
H1 0.262 2.495 -0.441
H2 -0.310 2.437 1.262
H3 -1.646 1.900 -0.710
H4 -1.987 0.767 0.510
H5 0.285 -0.396 1.257
H6 1.010 -2.084 -1.076
H7 2.185 -3.234 0.492

Atoms 1-3, force components in eV/Å:
C 0.5 0.1 0.4
N -0.2 0.1 0.0
C 0.1 -0.1 -0.3


C3H7N3O | the ωB97M-V functional and the def2-TZVPD basis

Output
LUMO (Ha): 0.037
Kohn-Sham gap (eV): 10.647
Spin multiplicity: 1
Calculated total energy (eV): -9741.7945
Structure (SMILES): CNC=O.N#CN
HOMO level (eV): -9.6

Geometry (Å):
C1 1.360 1.780 -0.157
N1 0.874 0.520 -0.634
C2 1.027 -0.679 -0.074
O1 0.454 -1.713 -0.384
H1 0.515 2.395 0.163
H2 1.907 2.302 -0.943
H3 2.013 1.617 0.702
H4 0.454 0.298 -1.575
H5 1.639 -0.631 0.846
N2 -1.816 0.696 0.346
C3 -1.971 -0.444 0.414
N3 -2.142 -1.733 0.611
H6 -1.307 -2.275 0.403
H7 -3.008 -2.133 0.281

Atoms 1-3, force components in eV/Å:
C -0.2 0.3 -0.2
N -0.4 -2.2 -2.6
C 0.1 0.4 2.1


C3H7N3O | the ωB97M-V functional and the def2-TZVPD basis

Output
LUMO (alpha / beta) (Ha): -0.019 / 0.004
Kohn-Sham gap (alpha / beta) (eV): 7.338 / 8.537
Spin multiplicity: 1
Calculated total energy (eV): -9735.7003
HOMO level (alpha / beta) (eV): -7.9 / -8.4

Geometry (Å):
N1 -1.097 0.869 0.307
C1 1.194 0.429 0.186
N2 2.379 -0.200 0.122
C2 -0.392 -0.352 -0.351
C3 -0.846 -1.615 -0.015
O1 -1.888 1.769 -0.422
N3 0.866 1.573 0.524
H1 -1.236 2.223 -0.980
H2 -1.643 0.610 1.129
H3 2.335 -1.209 0.049
H4 3.175 0.185 0.606
H5 -0.392 -0.159 -1.424
H6 -1.333 -2.258 -0.732
H7 -1.121 -1.864 1.001

Atoms 1-3, force components in eV/Å:
N 0.7 -0.1 0.5
C -1.5 0.4 0.3
N 0.2 -0.9 -0.4


C3H7N3O | the ωB97M-V functional and the def2-TZVPD basis

Output
LUMO (Ha): 0.011
Kohn-Sham gap (eV): 9.341
Spin multiplicity: 1
Calculated total energy (eV): -9737.8778
Structure (SMILES): C/N=C(C)/N=N/O
HOMO level (eV): -9.1

Geometry (Å):
C1 -1.569 -0.512 -0.671
N1 -0.443 0.392 -0.512
C2 0.692 -0.052 0.058
C3 1.190 -1.457 0.127
N2 1.246 0.950 0.730
N3 0.176 1.760 0.788
O1 0.554 3.040 0.460
H1 -2.382 0.009 -1.178
H2 -1.279 -1.361 -1.301
H3 -1.940 -0.902 0.283
H4 0.551 -2.060 0.778
H5 2.199 -1.468 0.538
H6 1.198 -1.914 -0.865
H7 -0.194 3.576 0.765

Atoms 1-3, force components in eV/Å:
C 0.2 0.0 -0.1
N 0.7 -0.3 -0.4
C -1.4 -0.2 0.5


C3H7N3O | the ωB97M-V functional and the def2-TZVPD basis

Output
LUMO (Ha): 0.029
Kohn-Sham gap (eV): 10.547
Spin multiplicity: 1
Calculated total energy (eV): -9741.2650
Structure (SMILES): [H]/N=C/NC(=O)NC
HOMO level (eV): -9.8

Geometry (Å):
H1 -4.109 0.040 -0.540
N1 -3.313 -0.070 0.092
C1 -2.276 0.011 -0.651
N2 -1.032 -0.106 -0.030
C2 0.251 0.108 -0.549
O1 0.474 0.415 -1.701
N3 1.232 -0.100 0.398
C3 2.626 0.174 0.099
H2 -2.691 -0.602 -1.446
H3 -1.130 -0.516 0.892
H4 0.963 -0.079 1.369
H5 2.787 -0.019 -0.963
H6 3.269 -0.491 0.689
H7 2.907 1.217 0.312

Atoms 1-3, force components in eV/Å:
H -0.1 -0.7 0.4
N -0.5 2.2 1.4
C -0.8 -2.6 0.8


C3H7N3O | the ωB97M-V functional and the def2-TZVPD basis

Output
LUMO (Ha): 0.033
Kohn-Sham gap (eV): 9.992
Spin multiplicity: 1
Calculated total energy (eV): -9742.5365
Structure (SMILES): C/N=C(/N)C(N)=O
HOMO level (eV): -9.1

Geometry (Å):
C1 1.061 1.494 -0.326
N1 1.096 0.070 -0.162
C2 0.098 -0.688 0.050
N2 0.289 -2.042 0.170
C3 -1.399 -0.372 0.231
N3 -1.856 0.867 -0.078
O1 -2.131 -1.240 0.679
H1 2.024 1.879 0.012
H2 0.298 2.033 0.253
H3 0.963 1.749 -1.394
H4 -0.449 -2.527 0.664
H5 1.245 -2.296 0.372
H6 -1.297 1.517 -0.606
H7 -2.850 1.032 0.036

Atoms 1-3, force components in eV/Å:
C 0.0 0.3 -0.1
N -0.3 -0.4 0.1
C 0.2 0.1 0.0


C3H7N3O2 | the ωB97M-V functional and the def2-TZVPD basis

Output
LUMO (Ha): 0.022
Kohn-Sham gap (eV): 10.219
Spin multiplicity: 1
Calculated total energy (eV): -11790.7207
Structure (SMILES): NC(=O)CNC(N)=O
HOMO level (eV): -9.6

Geometry (Å):
N1 -1.060 -1.439 1.706
C1 -0.323 -0.257 1.690
O1 -0.315 0.475 2.649
C2 0.601 -0.156 0.488
N2 0.055 -0.451 -0.830
C3 -0.130 0.576 -1.765
N3 0.728 1.635 -1.758
O2 -0.962 0.461 -2.639
H1 -1.608 -1.617 2.523
H2 -1.000 -2.197 1.061
H3 1.466 -0.784 0.721
H4 1.106 0.806 0.523
H5 -0.537 -1.268 -0.868
H6 1.343 1.902 -1.018
H7 0.636 2.314 -2.482

Atoms 1-3, force components in eV/Å:
N 0.0 1.0 0.2
C -0.2 -1.9 0.1
O 0.0 0.5 -0.3